{
  "formula": "C4H10NOS2",
  "method": "ωB97M-V/def2-TZVPD",
  "relative_energy_kj_mol": 0.00,
  "homo_energy_ev": [-18.225, -18.201],
  "orbital_gap_ev": [10.5, 6.5],
  "multiplicity": 2,
  "total_charge": 2,
  "species": ["N", "C", "C", "O", "C", "S", "S", "C", "H", "H", "H", "H", "H", "H", "H", "H", "H", "H"],
  "coordinates": [[-1.054, 2.270, -0.484], [-1.482, 0.923, -0.023], [-2.206, 0.136, -1.136], [-1.997, -1.032, -1.261], [-0.313, 0.106, 0.573], [1.263, 0.106, -0.374], [2.066, -1.573, -0.700], [2.954, -2.298, 0.699], [-0.222, 2.525, 0.061], [-1.718, 3.050, -0.400], [-0.838, 2.234, -1.490], [-2.142, 0.968, 0.860], [-3.113, 0.535, -1.660], [-0.086, 0.500, 1.605], [-0.573, -0.923, 0.845], [3.955, -2.125, 0.329], [2.791, -2.040, 1.765], [2.717, -3.364, 0.793]]
}